Entry from OMol25: a molecular structure, C35H28N6PS4V (the ωB97M-V functional and the def2-TZVPD basis).

Positions of all 75 atoms, in Å:
H 2.373 0.022 -1.296
C 1.874 -2.748 -4.657
H 4.358 2.142 2.787
C 1.478 -2.702 3.786
H -2.436 -1.687 1.002
C 2.129 2.862 0.341
H -3.054 -6.850 -0.055
N 2.997 -0.289 -0.543
C -0.421 5.112 1.621
C 0.944 2.483 0.969
H 1.411 -2.215 5.898
C 1.013 1.953 2.257
H -2.822 4.376 -0.637
C 3.406 2.238 2.279
C -4.040 -5.268 -1.211
H -4.953 -5.829 -1.374
C 2.256 -2.207 -5.876
H 0.852 -0.917 4.832
P -0.620 2.715 0.036
H -0.916 -3.310 -0.777
H 2.002 -3.809 -4.486
C -1.750 1.607 0.948
H 0.486 -3.156 3.766
N -1.780 -3.868 -0.800
H 2.576 -1.255 4.986
H -3.616 6.593 0.058
C 1.664 -2.042 2.457
C 2.233 1.833 2.907
C 2.816 -3.069 -6.881
N 3.266 -3.777 -7.669
C 2.480 -0.238 -7.352
N 2.799 0.252 -8.343
C -2.009 6.915 1.450
V -0.435 -0.829 -0.888
H 1.418 1.018 -5.273
N 1.099 -1.036 0.569
C -3.361 1.093 2.670
H -0.299 6.933 2.744
H 2.091 3.234 -0.677
C 2.401 -0.922 0.474
H -2.352 7.897 1.749
C 1.156 -0.579 -3.878
S 0.494 0.467 -2.617
C -2.716 6.183 0.501
C -2.458 -0.627 1.260
N 0.686 -1.662 1.719
S -2.496 -1.685 -2.072
H 2.202 -3.512 3.903
H 0.472 4.701 2.075
C -2.747 -3.247 -1.516
S 3.228 -1.631 1.811
H -4.009 1.416 3.475
C 1.546 -0.043 -5.100
C 1.587 -1.715 4.945
H 4.259 3.056 0.486
H -2.616 3.058 2.295
H -0.982 -5.460 0.234
C -1.654 0.272 0.528
C -0.860 6.375 2.004
H 3.962 -0.464 -0.750
C -2.268 4.933 0.112
H -4.729 -3.556 -2.294
C -2.986 -5.855 -0.466
C 2.091 -0.833 -6.105
C -3.933 -4.015 -1.726
S 0.906 -2.683 -2.103
H 0.102 1.626 2.745
C 3.350 2.752 0.992
C -1.118 4.369 0.672
C 1.329 -1.960 -3.640
H 2.269 1.419 3.908
C -3.293 -0.252 2.299
C -1.859 -5.116 -0.295
H -3.894 -0.994 2.813
C -2.578 2.016 1.995

Its spin multiplicity is 2. The value obtained for the HOMO energy (alpha / beta) is -3.99 / -3.33 eV. The value obtained for the LUMO energy (alpha / beta) is 1.96 / 1.96 eV. The frontier orbital gap (alpha / beta) comes out at 5.9484 / 5.2943 eV. As for the expectation value of S²: 0.856. The value obtained for the energy above the lowest of the compared OMol25 structures with the same formula, charge and spin is 72.6 kJ/mol. As for the total charge: -1.

Entry from OMol25: a molecular structure, C35H29As2Cl5N2O10PdS at a distorted geometry (the ωB97M-V functional and the def2-TZVPD basis).

Positions of all 85 atoms, in Å:
H 2.863 0.851 3.168
O 3.763 -0.826 -3.958
H 4.720 3.130 -2.031
C 2.022 1.189 -2.700
C 2.746 3.884 -2.274
N 1.569 -0.064 -2.941
H -2.454 -3.905 0.773
C -4.887 -1.143 -2.841
O 1.888 -2.373 -3.812
O -0.729 1.870 3.871
N -0.241 1.865 -3.019
C -3.899 0.327 4.084
C -0.631 -1.614 4.835
C -3.793 -0.270 -2.813
C 4.049 -2.925 -1.579
C -1.780 -1.554 1.812
O 1.427 2.600 1.801
H 3.134 0.590 4.917
C -2.364 -2.080 -3.243
C -1.412 -1.535 0.466
C -1.160 2.801 -3.147
O -3.936 -0.681 1.576
C 3.219 -1.822 -1.605
C 4.200 -2.708 0.804
C -4.698 -2.508 -3.032
Cl -4.132 1.388 -2.551
O 0.177 2.678 -0.080
H -3.454 1.034 4.784
C 3.685 2.883 -2.224
H -4.432 0.857 3.293
H 5.198 -4.229 -0.325
Pd -0.473 -0.257 -2.883
H 2.427 3.957 0.605
O -0.466 -3.760 0.170
H 2.207 -0.615 3.976
Cl -6.486 -0.550 -2.633
H 0.166 -2.084 5.418
As -0.130 -1.667 2.904
C 0.220 1.167 3.630
H 2.511 4.190 2.380
H 2.217 -0.295 -0.503
C -2.938 -0.844 2.260
C -0.483 -2.450 -0.135
C 1.403 3.577 -2.550
C 3.342 1.547 -2.427
C 0.154 0.213 2.483
H 4.292 -3.414 -2.509
C 2.873 -1.153 -0.451
C 0.392 4.552 -2.647
As -1.078 0.227 -0.290
C -2.486 -0.708 -3.006
H -2.442 1.737 1.300
H 1.020 4.601 1.480
C 0.099 0.749 1.236
H -4.591 -0.342 4.604
H 4.581 -3.056 1.753
H -2.160 2.479 -3.404
H -1.539 -2.196 4.975
H 0.649 5.586 -2.476
C 1.871 3.923 1.544
Cl -0.712 -2.503 -3.556
Cl -6.028 -3.582 -3.011
C -1.474 -4.348 0.966
S 2.626 -1.299 -3.211
H 3.022 4.917 -2.127
C 4.546 -3.369 -0.365
H -0.805 -0.606 5.197
C -2.542 1.435 0.255
O 1.279 1.184 4.444
H 4.105 0.786 -2.411
H -1.682 4.877 -3.070
H -1.486 -5.403 0.690
H -3.494 0.927 0.116
C 1.036 2.222 -2.750
C -0.881 4.162 -2.966
C 0.536 2.093 0.933
H 3.092 -1.098 1.678
C 3.361 -1.606 0.763
O 0.330 -2.064 -0.983
Cl -3.107 -4.663 -3.464
C 2.435 0.454 4.093
H -2.496 2.325 -0.373
H -1.234 -4.250 2.032
C -3.405 -2.992 -3.239
O -2.828 -0.420 3.538

The value obtained for the HOMO energy is -7.42 eV. The value obtained for the LUMO energy is -2.07 eV. The frontier orbital gap comes out at 5.3521 eV. The value obtained for the energy above the lowest of the compared OMol25 structures with the same formula, charge and spin is 133.0 kJ/mol. As for the total charge: 0.

Entry from OMol25: a molecular structure, C35H29Br2CaGeIP at a distorted geometry (the ωB97M-V functional and the def2-TZVPD basis).

Positions of all 70 atoms, in Å:
C -0.848 2.816 -3.818
H 5.072 -0.121 3.386
H 7.128 3.030 0.234
C -0.206 2.599 -2.606
C 1.801 0.772 3.486
C 2.447 6.431 0.031
H -2.368 3.932 -4.837
C 5.570 4.484 0.169
H -1.012 1.139 3.732
C -1.695 -1.755 4.187
H 0.617 1.889 -2.562
C -1.245 -4.100 4.420
H -2.811 -2.689 -0.949
H -2.403 2.539 0.560
H 2.873 -0.946 2.675
C -0.157 4.107 2.571
C 3.218 3.674 0.004
C 3.760 6.089 0.097
C -2.293 3.861 3.673
C 1.497 5.400 -0.006
C -2.799 3.211 2.555
H -1.549 -5.076 4.779
C 4.183 0.463 3.586
C -2.245 4.475 -2.765
P 0.382 2.986 0.025
C -0.465 -1.619 3.507
H -0.589 4.829 4.544
Ge 0.078 0.138 3.344
H 3.254 3.358 5.133
H 1.031 2.604 4.368
C -1.984 3.008 1.448
H 0.862 4.476 2.578
H -1.909 4.832 -0.683
H 2.134 7.465 0.018
H 0.573 -4.846 3.535
Br -2.857 -0.450 0.164
C 2.949 0.005 3.184
C -0.046 -3.975 3.706
C 4.282 1.676 4.276
H -2.929 4.042 4.530
I 2.926 0.517 -0.592
H 6.236 5.336 0.217
H -2.558 -2.843 0.835
C 3.156 2.437 4.574
C -2.059 -3.000 4.670
Ca -0.002 0.342 0.303
H -3.833 2.889 2.536
H 5.257 2.031 4.586
C 1.910 2.011 4.153
C 0.348 -2.742 3.241
Br -0.397 -2.456 -0.361
H 0.449 5.683 -0.026
C 3.820 2.374 -0.067
H -2.338 -0.901 4.361
H -0.551 2.262 -4.698
H 5.561 1.144 -0.029
C 4.175 4.733 0.093
C 5.166 2.148 0.033
C -0.976 4.307 3.677
H -3.040 5.205 -2.831
C 6.066 3.222 0.173
C -1.604 4.263 -1.553
C -2.314 -2.301 -0.069
C -0.576 3.327 -1.470
C -0.657 3.466 1.440
H 1.285 -2.645 2.710
C -1.867 3.755 -3.894
C 1.833 4.065 -0.001
H 4.527 6.852 0.146
H -2.975 -3.115 5.234

The value obtained for the HOMO energy is -15.69 eV. The value obtained for the LUMO energy is -11.02 eV. The frontier orbital gap comes out at 4.6685 eV. The value obtained for the energy above the lowest of the compared OMol25 structures with the same formula, charge and spin is 0.0 kJ/mol. As for the total charge: +3.

Entry from OMol25: a molecular structure, C35H29Br2MnN7S2 (the ωB97M-V functional and the def2-TZVPD basis).

Positions of all 76 atoms, in Å:
H -0.092 0.710 -3.024
H 2.414 2.295 5.277
C -2.016 -3.321 -2.536
H -5.474 1.647 -2.492
C -0.949 1.226 -3.449
C 0.943 -3.664 3.152
C 2.452 1.527 1.982
C -3.392 1.506 -2.990
C 2.912 1.989 3.214
N 1.021 -1.836 1.056
C -4.269 1.019 -0.830
H -5.100 0.962 -0.144
N -0.799 -1.962 -0.972
H 0.101 1.460 4.981
H 2.754 3.762 -3.433
C -1.828 -4.436 -1.737
C 2.073 1.954 4.309
C -4.478 1.411 -2.144
N 2.034 -0.156 -1.863
C 2.706 -1.196 -2.280
C 2.508 -2.605 -1.836
C 1.817 2.267 -2.121
H -0.668 2.260 -3.657
C 1.882 -2.645 3.147
C 3.472 0.835 -3.366
H 3.234 2.420 0.201
H -1.605 0.238 4.670
C -1.479 -2.122 -2.109
H -4.657 0.016 1.693
C 3.373 1.518 0.800
C 1.868 -1.763 2.085
H 3.179 -3.266 -2.381
H -1.638 4.056 -0.452
C 0.784 1.473 4.144
H 2.707 -2.703 -0.770
H -0.414 4.593 0.695
H 2.588 -0.956 2.061
C -3.623 0.162 1.969
C 2.055 3.492 -2.658
H 1.481 -2.925 -2.018
C -2.124 1.179 -2.512
C 0.382 1.047 2.889
H -3.512 1.824 -4.017
N -1.378 0.624 1.346
N -1.924 0.812 -1.243
H 3.967 1.580 -3.968
C -0.627 -3.047 -0.204
C -2.977 0.746 -0.410
Br -2.503 -6.114 -2.251
C 2.458 1.007 -2.478
C -0.718 3.762 0.058
H -1.605 -1.250 -2.730
H 2.591 -2.536 3.955
C -3.234 0.042 3.292
Mn 0.254 0.123 -0.243
H -0.635 -4.593 2.049
C 0.091 -3.794 2.068
H 3.173 0.655 0.166
S 1.057 4.664 -1.917
H 4.413 1.494 1.122
C -2.662 0.467 1.013
H -1.207 0.767 -4.404
H 3.921 2.370 3.300
S 3.910 -0.812 -3.449
H -0.916 2.888 0.673
N 0.847 2.253 -1.140
C 0.349 3.439 -0.929
C -1.013 0.610 2.630
C -1.916 0.295 3.637
H -3.957 -0.218 4.053
C 0.180 -2.879 1.027
H -0.924 -5.168 0.052
Br 0.831 -4.868 4.594
H -2.556 -3.380 -3.470
N 1.205 1.069 1.826
C -1.115 -4.298 -0.559

Its spin multiplicity is 6. The value obtained for the HOMO energy (alpha / beta) is -13.50 / -13.50 eV. The value obtained for the LUMO energy (alpha / beta) is -5.35 / -5.49 eV. The frontier orbital gap (alpha / beta) comes out at 8.1516 / 8.0066 eV. As for the expectation value of S²: 8.752. As for the total charge: +2.

Entry from OMol25: a molecular structure, C35H29F5N4O6PRb (the ωB97M-V functional and the def2-TZVPD basis).

Positions of all 81 atoms, in Å:
F 1.973 -3.778 -3.041
N -4.811 0.196 -0.267
H 1.057 -0.363 2.834
P 1.640 0.636 0.242
C -5.300 -0.876 0.586
H 5.610 -3.503 0.535
C 5.088 -1.511 1.158
H -5.306 0.199 2.451
H 1.281 -2.347 -7.152
F -0.894 -1.585 2.372
C -4.945 -0.166 -1.671
C -4.916 -0.749 2.050
F -4.931 -0.704 4.799
O 0.395 4.781 -0.828
C -1.614 -1.507 3.516
O 0.050 -0.313 -6.660
N 0.360 -0.876 -4.453
C 4.137 -0.502 1.108
O -2.246 1.004 -2.761
C 0.632 3.581 -0.626
H 0.608 -1.591 -2.527
F 0.321 -2.155 4.661
H -4.525 0.614 -2.303
H -4.374 -1.071 -1.881
H 2.027 4.736 -2.513
H 2.665 3.290 1.281
C -2.999 -1.142 3.396
C 1.600 1.113 4.288
H 6.010 -1.357 1.708
N -3.484 -0.895 2.197
C -0.347 0.306 -3.931
C 3.596 3.330 -3.006
H 4.029 3.941 -3.790
C 2.723 -1.902 -0.221
H -4.869 -1.809 0.215
O -1.772 -1.196 -2.705
C 1.893 3.009 -1.310
H -0.608 0.930 -4.776
H -5.052 2.226 -0.660
H -5.310 1.771 1.028
C 2.451 1.760 -0.977
C -1.598 -0.013 -3.081
C -5.466 1.458 -0.005
N 1.190 -2.207 -6.158
H -1.155 -2.033 6.848
H -6.005 -0.337 -1.944
C 1.518 -2.887 -3.940
C 4.864 -2.718 0.501
C 2.486 3.777 -2.308
C 1.758 -3.171 -5.339
C 1.468 0.629 2.993
H -6.558 1.405 -0.185
C -0.991 -1.807 4.692
H 1.788 -2.076 -0.736
C 1.856 1.402 1.899
H 3.482 -3.847 -0.702
H 4.321 0.438 1.614
C 2.378 2.673 2.124
H 4.024 0.364 -1.459
C 2.513 3.157 3.419
C -3.634 -1.115 4.684
C 2.939 -0.678 0.406
C 3.678 -2.914 -0.189
C 0.843 -1.800 -3.559
F -3.686 -1.351 7.012
Rb -1.770 0.482 -0.099
O 0.001 2.758 0.084
H 0.344 0.869 -3.297
H 1.278 0.495 5.119
C -1.646 -1.783 5.920
C 2.125 2.379 4.504
O 2.317 -4.150 -5.799
H -5.470 -1.533 2.584
H -6.403 -0.961 0.495
H 2.222 2.763 5.513
C 4.142 2.093 -2.694
C 3.579 1.324 -1.686
H 5.008 1.719 -3.230
C -2.979 -1.423 5.854
H 2.909 4.152 3.582
C 0.487 -1.059 -5.804

The value obtained for the HOMO energy is -1.92 eV. The value obtained for the LUMO energy is 3.85 eV. The frontier orbital gap comes out at 5.7667 eV. The value obtained for the energy above the lowest of the compared OMol25 structures with the same formula, charge and spin is 29.0 kJ/mol. As for the total charge: -2.

Entry from OMol25: a molecular structure, C35H29FI2N4O6Zr (the ωB97M-V functional and the def2-TZVPD basis).

Positions of all 78 atoms, in Å:
H -0.447 -4.293 0.422
H 4.483 1.604 -3.734
O 1.321 -1.618 -1.464
H 2.365 2.591 0.611
C -1.104 -0.196 2.624
C -2.628 -3.574 0.968
C -2.210 1.442 1.202
C 2.134 1.474 3.552
H -3.057 -5.065 2.445
H 4.058 -0.871 -0.901
C -0.417 1.217 4.591
H 0.928 3.382 -1.358
C 1.833 2.034 4.787
N -1.320 0.291 1.250
Zr 0.675 -0.052 -0.252
C 3.584 -1.843 -0.767
H 0.383 1.943 -2.727
H -2.681 -1.508 -4.336
C 2.513 -2.041 -1.834
H -0.297 1.975 -5.028
H -0.715 -1.209 2.562
H -2.167 5.943 0.095
H -2.493 1.727 2.220
N -2.234 -1.902 -0.754
C 2.493 -3.077 0.909
C -1.627 -0.723 -2.665
H -1.827 -3.128 1.534
H -1.845 0.241 -5.919
C -0.729 0.215 -2.111
C 0.989 -3.133 0.730
H 4.227 3.982 -0.197
H 2.672 -3.223 1.980
C -4.710 -4.686 -0.483
C -0.544 4.798 -0.737
C 0.024 3.542 -0.790
C 3.857 3.154 -0.787
F 5.479 3.609 -2.432
O 0.524 -4.346 0.510
H 2.954 -3.908 0.369
H -5.532 -5.108 -1.046
C -1.592 2.644 0.542
C -4.007 -3.613 -1.002
I 0.077 2.788 7.128
C -0.112 0.654 3.363
C 4.004 1.806 -2.785
O 1.412 0.338 1.589
C 0.549 1.923 5.292
I 4.109 1.513 2.893
C -0.305 1.171 -3.041
H -4.257 -3.192 -1.966
N -0.475 2.470 -0.157
C 2.944 1.037 -2.321
C -2.227 3.877 0.659
C -2.957 -3.059 -0.278
H -3.133 1.181 0.674
H -3.127 3.959 1.255
C 1.159 0.822 2.792
C 2.308 1.275 -1.092
H 2.590 0.243 -2.974
H 4.334 -2.633 -0.862
C -2.011 -0.725 -4.005
H -1.722 -0.453 0.676
C 2.806 2.354 -0.352
C -1.696 4.973 0.015
O 3.018 -1.829 0.542
C -4.372 -5.217 0.757
N -2.268 -1.817 -1.995
C -3.328 -4.661 1.478
O 2.772 -2.576 -2.882
C -1.548 0.241 -4.879
O 0.256 -2.170 0.861
H -2.050 -0.234 3.175
H -0.085 5.617 -1.272
H -4.926 -6.054 1.160
H 2.604 2.544 5.346
C 4.442 2.854 -1.999
H -1.409 1.087 5.005
C -0.691 1.202 -4.379

The value obtained for the HOMO energy is -8.13 eV. The value obtained for the LUMO energy is -0.44 eV. The frontier orbital gap comes out at 7.6879 eV. The value obtained for the energy above the lowest of the compared OMol25 structures with the same formula, charge and spin is 0.0 kJ/mol. As for the total charge: 0.